C33H39FN5O10P3SV | ωB97M-V with the def2-TZVPD basis set

Results
* largest force on an atom: 3.71 eV/A
* LUMO (spin up / spin down): 3.60 / 3.60 eV
* total charge: -2
* orbital gap (spin up / spin down): 4.444 / 5.712 eV
* multiplicity: 4

```
93
Properties=species:S:1:pos:R:3:forces:R:3
V -0.8304 0.9992 -0.6099 -0.2349 -0.1065 0.0842
N -5.6974 0.2663 -0.5516 -1.1753 0.6267 -0.8102
C -4.6197 0.4348 -1.4354 -0.2603 -0.3345 0.2521
S -4.8797 1.1276 -2.9931 0.1292 -0.1463 0.4902
N -3.5566 -0.0578 -0.8817 -0.8025 -0.7533 0.9674
N -2.3520 -0.0473 -1.4229 2.4285 0.0460 -2.7993
C -2.0083 -0.9169 -2.4038 1.8229 2.3394 1.0835
C -2.8312 -2.0307 -2.7987 -1.0025 0.2301 -1.0096
C -3.7442 -2.0067 -3.8591 -0.4300 -1.6988 -0.4283
C -4.4089 -3.1960 -4.2060 1.0444 -0.0285 1.4494
C -4.1678 -4.3698 -3.4123 -0.9755 1.5090 -2.4766
C -3.3323 -4.3654 -2.3633 1.1661 0.7934 0.6196
C -2.6648 -3.1502 -2.0644 -0.5607 -2.3888 1.9636
C -0.6239 -0.7887 -2.8944 -1.5725 -1.8923 -1.1644
C -0.0918 -1.5195 -4.0225 -1.9156 -0.6188 0.8711
C 1.0963 -1.1393 -4.5222 0.8636 -0.1641 -0.8108
C 1.7506 0.0137 -4.0270 -0.1523 -0.5865 -0.1810
C 1.2465 0.5889 -2.9106 0.3088 -0.4508 -0.2243
N 0.1747 0.0727 -2.2960 -0.6149 2.5417 1.9482
H -6.4605 0.8653 -0.8283 -0.1139 -0.0623 -0.1798
H -5.4936 0.4415 0.4128 0.6043 -0.0996 0.4489
H -3.9466 -1.0990 -4.3820 0.0556 0.4954 -0.2313
H -5.0708 -3.2264 -5.0597 -0.1309 -0.0163 0.0564
H -4.6243 -5.2771 -3.7055 -0.5983 -0.8648 -0.2974
H -3.1611 -5.3183 -1.8700 0.1208 0.4015 0.4633
H -2.1960 -3.0702 -1.0816 0.5737 -0.0468 -0.4345
H -0.6838 -2.3738 -4.4203 0.6095 0.7381 0.2454
H 1.5552 -1.7133 -5.3246 -0.1075 0.1286 0.0034
H 2.6345 0.3816 -4.4906 0.5111 0.2872 -0.2884
H 1.7171 1.4673 -2.5103 -0.0330 0.1724 0.5661
O -3.9396 1.8340 2.4419 0.8231 -1.2643 -1.6942
P -2.3158 1.8946 2.2688 0.8843 1.0664 0.7233
O -1.7970 2.9361 3.2619 -0.7378 -1.3654 -1.7416
O -1.9932 1.9926 0.7757 -0.2424 0.0049 1.3482
O -1.8848 0.4355 2.7875 -0.0237 0.2005 -0.4806
P -1.5593 -0.9067 1.9036 1.4916 -1.3793 2.8174
O -2.9500 -1.4263 1.4199 -0.7559 -0.1936 -0.5726
O -0.8909 -1.8503 2.8736 -0.9234 0.8797 -1.2961
O -0.7460 -0.4908 0.7088 0.8777 0.3695 -0.8009
H -4.1134 2.4821 3.0804 -0.6054 1.4891 1.5331
H -3.2438 -0.9917 0.5578 -0.1819 0.1143 0.2958
C 3.2410 7.0245 1.7412 -0.5368 -1.7388 -0.8114
C 1.8268 6.7023 2.3056 -0.5486 0.9392 -1.3592
C 1.7140 6.8639 3.8369 1.1289 -0.3711 -1.5316
C 2.5439 5.7957 4.4731 0.8982 -1.5649 1.4163
C 2.2199 4.4046 3.9463 0.3226 -0.1833 0.5802
C 2.4303 3.2345 4.6833 0.9608 1.5307 0.5008
C 2.1775 1.9809 4.1885 0.0309 -1.3060 -0.3650
F 2.4360 0.9066 5.0165 -0.1467 0.8833 -0.7433
C 1.7610 1.8127 2.9045 -0.8644 1.5029 -1.1220
C 1.4701 3.0214 2.1490 0.6370 -2.0374 0.6810
C 0.9310 2.8894 0.8157 0.2161 -2.4840 -0.0812
O 0.9314 1.7161 0.3260 -0.2475 0.7822 -0.0107
C 0.4417 4.0203 0.1622 -0.3280 0.1546 -1.3983
C 0.7390 5.2353 0.6676 0.4678 -0.4615 1.0214
N 1.3980 5.3788 1.8484 0.2997 -0.1820 0.9852
C 1.7187 4.2695 2.6510 -0.6033 0.7522 -0.3863
C -0.3531 3.9335 -1.1637 -0.4970 2.7811 1.1534
O -0.6134 5.0429 -1.6837 0.6246 -1.0283 0.0390
O -0.8046 2.8254 -1.4748 -0.0196 -1.3577 -1.0087
H 3.6539 7.8952 2.2088 0.4046 0.4627 0.1649
H 3.2482 7.1029 0.6277 -0.3480 0.3543 0.8038
H 3.8677 6.1194 1.8824 -0.0351 0.6438 0.4032
H 1.0670 7.3332 1.7853 0.7014 0.1716 0.6808
H 0.7048 6.7909 4.0775 -1.8764 -0.3477 0.6092
H 2.0315 7.8482 4.1189 0.3495 0.5981 0.0978
H 2.4833 5.7003 5.5823 -0.2440 0.5572 -0.6485
H 3.6107 5.9748 4.2842 -0.0820 0.1541 -0.0730
H 2.9935 3.2389 5.6228 -0.5815 0.3937 -0.0076
H 1.5577 0.8878 2.3832 -0.0223 -0.2134 0.3091
H 0.4496 6.1132 0.1293 -0.0821 0.4574 -0.1913
C 0.3953 -7.1328 -1.2050 0.5820 0.1771 0.2631
C 0.3949 -5.6142 -1.0268 -0.5704 -0.6392 -0.8391
P 1.8756 -4.7168 -1.6534 -0.1018 -0.0041 0.3888
C 3.2914 -5.4470 -0.7062 0.7930 -0.2677 -1.2320
C 3.1958 -5.8593 0.7281 0.2779 0.4486 0.6742
C 1.5359 -3.0579 -0.8889 -0.0976 0.4513 -0.4116
C 2.3309 -2.5321 0.3169 0.1136 1.2286 -0.9193
H -0.5909 -7.5424 -1.1380 -0.7798 -0.1829 0.4002
H 1.0236 -7.6036 -0.4392 -0.1214 -0.0554 -0.2075
H 0.7306 -7.4614 -2.1705 0.5330 0.0078 -0.6306
H 0.1045 -5.4370 -0.0118 0.1705 0.5504 0.8285
H -0.4278 -5.1926 -1.6271 0.2013 -0.0310 0.0829
H 4.1488 -4.7828 -0.8781 -0.2207 0.2493 0.1469
H 3.5990 -6.3137 -1.3245 -0.2673 0.0950 0.2396
H 2.7987 -5.0723 1.3501 -0.1771 0.3939 0.1739
H 4.1750 -6.1091 1.1632 -0.2091 -0.1887 -0.2179
H 2.5196 -6.6811 0.8306 -0.2960 -0.7089 0.2063
H 0.4462 -2.9965 -0.7064 0.4601 -0.0264 0.0897
H 1.6938 -2.3931 -1.7510 0.0194 0.1239 0.3395
H 1.9546 -2.8325 1.2565 -0.5418 -0.7618 1.0013
H 2.2355 -1.4241 0.3713 0.0576 -0.5968 -0.2856
H 3.3964 -2.7626 0.2697 0.0316 -0.0785 -0.1084
```
Forces are in eV/Å.